The following is a quantum chemistry calculation of a structure of composition C38H53AsCl2N5OY, from OMol25.

Geometry (Å):
Y  0.0140  -1.8964  -1.1586
N  -1.8024  -0.9964  -2.7921
C  -1.3895  -0.4124  -4.0726
C  0.0843  -0.0415  -4.0380
N  0.9162  -1.1496  -3.5434
C  1.0755  -2.2698  -4.4882
C  0.0813  -3.3964  -4.2365
N  0.1636  -3.7971  -2.8353
H  -2.5291  -1.6967  -2.8927
H  -2.1864  -0.2869  -2.1741
H  -1.9698  0.4762  -4.3323
H  -1.5697  -1.1402  -4.8646
H  0.2458  0.7958  -3.3575
H  0.3993  0.2738  -5.0407
H  1.8328  -0.7632  -3.3527
H  2.0844  -2.6726  -4.3613
H  0.9989  -1.9263  -5.5267
H  0.2852  -4.2146  -4.9345
H  -0.9377  -3.0637  -4.4281
H  0.9732  -4.3780  -2.6429
H  -0.6578  -4.3113  -2.5256
C  3.7580  -1.8123  -0.2916
C  3.3762  -1.7413  1.1728
O  2.3034  -0.8603  1.4277
C  2.6931  0.4289  1.9008
C  3.2158  0.3986  3.3278
H  4.7009  -2.3624  -0.3674
H  3.9296  -0.7998  -0.6632
H  3.1821  -2.6145  -2.0465
H  4.2698  -1.4456  1.7296
H  3.0802  -2.7265  1.5364
H  1.7920  1.0367  1.8512
H  3.4290  0.8774  1.2221
H  2.4922  -0.0805  3.9886
H  3.3726  1.4224  3.6745
H  4.1672  -0.1275  3.4171
Cl  4.6433  -4.8272  -1.6303
C  3.1535  -4.8826  -0.7003
C  2.7680  -6.0764  -0.1150
C  1.5470  -6.1240  0.5520
C  0.7157  -5.0093  0.5914
C  1.0860  -3.7906  0.0136
Cl  -2.1727  -3.2849  -0.6745
C  2.3290  -3.7642  -0.6041
N  2.7284  -2.4675  -1.1474
H  3.4038  -6.9478  -0.1914
H  1.2398  -7.0554  1.0135
H  -0.2589  -5.0996  1.0607
C  -6.0352  4.6349  -0.9179
C  -4.9344  3.6507  -0.6317
C  -4.9896  2.7991  0.4631
C  -3.9762  1.8910  0.7411
C  -4.1358  1.0055  1.9513
C  -2.8395  1.8332  -0.0905
As  -1.5601  0.4173  0.4434
N  -0.0157  0.3880  -0.5726
C  0.9373  1.3828  -0.6581
C  2.1500  1.1088  -1.3185
C  3.1404  2.0633  -1.4715
C  2.9676  3.3475  -0.9697
C  1.7751  3.6429  -0.3220
C  0.7808  2.6894  -0.1749
C  -0.9652  0.9050  2.2593
C  -0.8715  2.1723  2.8484
C  -1.3666  3.4707  2.2544
C  -0.3234  2.2911  4.1287
C  0.0944  1.1972  4.8602
C  0.7177  1.3502  6.2188
C  -0.0754  -0.0605  4.2933
C  -0.5916  -0.2313  3.0185
C  -0.7566  -1.6530  2.5345
C  -2.7926  2.6561  -1.2236
C  -1.6628  2.6555  -2.2227
C  -3.8348  3.5483  -1.4670
H  -6.8079  4.5962  -0.1510
H  -6.5061  4.4288  -1.8809
H  -5.6489  5.6548  -0.9563
H  -5.8514  2.8348  1.1214
H  -5.1657  1.0360  2.3048
H  -3.4867  1.3175  2.7725
H  -3.8894  -0.0354  1.7264
H  2.3251  0.0953  -1.6629
H  4.0623  1.7972  -1.9769
H  3.7397  4.0966  -1.0807
H  1.6105  4.6382  0.0754
H  -0.1402  2.9550  0.3190
H  -1.8048  3.3721  1.2693
H  -0.5529  4.1977  2.2028
H  -2.1349  3.8927  2.9067
H  -0.2413  3.2830  4.5630
H  0.5211  2.3371  6.6367
H  1.8016  1.2225  6.1603
H  0.3384  0.6005  6.9142
H  0.2063  -0.9409  4.8618
H  -0.4552  -2.3426  3.3229
H  -0.1318  -1.8962  1.6716
H  -1.7867  -1.8781  2.2539
H  -1.0409  1.7702  -2.1305
H  -1.0126  3.5212  -2.0842
H  -2.0658  2.7105  -3.2363
H  -3.7748  4.1831  -2.3466

The energy above the lowest of the compared OMol25 structures with the same formula, charge and spin is 0.00 kJ/mol. As for the charge: 0. The total energy is -5023.4605 a.u.


The following is a quantum chemistry calculation of a structure of composition C38H53AsF5HfO2SiTe in a non-equilibrium geometry, from OMol25.

Geometry (Å):
Hf  -0.1554  0.2893  1.2558
C  -0.4280  2.5174  2.4092
C  -1.6722  2.2784  1.7616
C  -1.3928  2.2320  0.3427
C  0.0070  2.4916  0.2035
C  0.6014  2.6930  1.4650
C  2.0296  3.1243  1.7301
C  3.0296  2.1021  1.1917
C  2.2496  4.4665  1.0186
C  2.2664  3.2974  3.2313
C  -2.2333  2.1633  -0.9447
C  -1.4049  1.4968  -2.0606
C  -3.5375  1.3715  -0.8467
C  -2.5418  3.6034  -1.3844
C  -2.9798  2.3453  2.5643
C  -2.6737  2.6199  4.0441
C  -3.8126  3.5345  2.0594
C  -3.7958  1.0527  2.5402
H  -0.2976  2.6504  3.4693
H  0.5139  2.6047  -0.7422
H  2.9278  1.9374  0.1177
H  2.9199  1.1446  1.7103
H  4.0499  2.4267  1.4002
H  2.1113  4.3726  -0.0596
H  3.2655  4.8222  1.1976
H  1.5533  5.2207  1.3886
H  2.0768  2.3682  3.7745
H  1.6330  4.0829  3.6474
H  3.3050  3.5769  3.4102
H  -0.9350  0.5653  -1.7319
H  -0.6175  2.1495  -2.4374
H  -2.0562  1.2608  -2.9027
H  -3.3475  0.3319  -0.5653
H  -4.0180  1.3672  -1.8264
H  -4.2446  1.7993  -0.1435
H  -1.6261  4.1930  -1.4446
H  -3.2197  4.1015  -0.6928
H  -3.0087  3.5971  -2.3715
H  -2.2239  3.6022  4.1947
H  -2.0090  1.8647  4.4708
H  -3.6089  2.5939  4.6051
H  -3.1932  4.4279  1.9641
H  -4.6102  3.7501  2.7727
H  -4.2784  3.3413  1.0962
H  -3.3328  0.3125  3.1950
H  -3.8818  0.6083  1.5582
H  -4.8022  1.2341  2.9257
F  2.2932  -2.6102  3.5516
Te  3.2490  -1.4735  2.3559
F  4.8981  -0.5967  1.9916
F  3.3445  -0.4038  3.8841
F  0.5470  -0.3074  2.9891
F  4.3424  -2.9872  2.2807
O  0.9889  -0.5137  -0.1533
O  -1.6531  -1.1758  1.1905
As  -2.2734  -2.4482  2.1478
C  -1.4003  -2.6031  3.8238
C  -1.5903  -1.6166  4.7895
C  -0.9397  -1.7274  6.0044
C  -0.1088  -2.8145  6.2499
C  0.0800  -3.7904  5.2844
C  -0.5639  -3.6877  4.0608
C  -4.1488  -2.1751  2.3598
C  -4.7624  -2.3128  3.5978
C  -6.1412  -2.1760  3.6896
C  -6.8894  -1.9078  2.5531
C  -6.2695  -1.7837  1.3149
C  -4.8963  -1.9249  1.2129
C  -2.1170  -4.0092  1.0668
C  -2.4199  -5.2598  1.5962
C  -2.4220  -6.3659  0.7612
C  -2.1476  -6.2152  -0.5924
C  -1.8744  -4.9603  -1.1182
C  -1.8574  -3.8494  -0.2879
H  -2.2320  -0.7648  4.5981
H  -1.0746  -0.9649  6.7595
H  0.4037  -2.8928  7.1993
H  0.7444  -4.6222  5.4722
H  -0.3901  -4.4332  3.2950
H  -4.1792  -2.5197  4.4866
H  -6.6286  -2.2815  4.6494
H  -7.9634  -1.8017  2.6287
H  -6.8581  -1.5826  0.4299
H  -4.4116  -1.8359  0.2470
H  -2.6584  -5.3787  2.6468
H  -2.6456  -7.3439  1.1650
H  -2.1531  -7.0812  -1.2406
H  -1.6743  -4.8436  -2.1752
H  -1.6388  -2.8679  -0.6877
C  1.3662  -3.3553  0.3474
Si  1.5739  -1.8990  -0.8399
C  3.3881  -1.7254  -1.2463
C  0.6099  -2.1912  -2.4171
H  2.3297  -3.7382  0.6970
H  0.8782  -4.1859  -0.1664
H  0.7631  -3.1332  1.2332
H  3.7819  -2.7045  -1.5328
H  4.0322  -1.3420  -0.4520
H  3.5207  -1.0561  -2.0993
H  0.5712  -3.2534  -2.6687
H  1.0683  -1.6705  -3.2597
H  -0.4162  -1.8265  -2.3287

As for the charge: +1. The total energy is -4971.0250 a.u.